A | Here is one molecule with the formula C5H7N3 from OMol25. Energies are from wB97M-V/def2-TZVPD.

As for the SMILES: C1=C[C@H]2CNNC2=N1. As for the HOMO energy: -8.16 eV. Its charge is 0. The LUMO energy comes out at 0.71 eV. Its spin multiplicity is 1. As for the HOMO-LUMO gap: 8.870 eV.

Last column: Löwdin charge in e.
Cartesian coordinates (Å):
1 C 1.2025 0.9323 -0.1229  -0.17
2 C -0.8168 -0.0187 -0.3311  -0.30
3 C -0.9304 -1.9673 0.3035  -0.22
4 C 0.0935 -1.5478 0.9681  -0.16
5 C 0.2843 -0.1559 0.6444  -0.21
6 H 1.9773 1.4184 0.3334  0.07
7 H 1.7837 0.3680 -0.8431  0.12
8 H -0.2487 2.7052 0.0212  0.17
9 H -0.8939 1.1337 -2.1409  0.07
10 H -1.5000 -3.0279 0.3945  0.15
11 H 0.9328 -2.1151 1.4668  0.13
12 H 0.1553 0.2305 1.7653  0.20
13 N 0.3678 2.0362 -0.6687  -0.01
14 N -0.7686 1.1041 -1.2058  0.05
15 N -1.6389 -1.0957 -0.5847  0.11

***

B | Here is one molecule with the formula C5H7N3 from OMol25. Energies are from wB97M-V/def2-TZVPD.

As for the SMILES: [H]/N=C/c1c[nH]cc1N. As for the HOMO energy: -7.52 eV. Its charge is 0. The LUMO energy comes out at 0.97 eV. Its spin multiplicity is 1. As for the HOMO-LUMO gap: 8.484 eV.

Last column: Löwdin charge in e.
Cartesian coordinates (Å):
1 C -1.3989 -1.0774 -0.1798  -0.11
2 C -1.3574 1.1712 0.4310  -0.14
3 C -0.0670 -0.7942 -0.2588  -0.08
4 C -0.0536 1.0363 0.1806  -0.20
5 C 1.1812 -1.4095 -0.4959  -0.27
6 N 2.2701 -0.7389 -0.5931  0.07
7 N -2.1600 0.0065 0.2583  -0.01
8 N 1.0716 1.7821 0.3284  0.06
9 H -1.7979 -2.1192 -0.4278  0.14
10 H -1.9748 2.1233 0.6830  0.14
11 H 1.1148 -2.4965 -0.4680  0.11
12 H 3.0553 -1.3847 -0.6446  0.04
13 H -3.0896 0.2713 0.1021  0.10
14 H 1.3567 2.3016 1.1745  0.11
15 H 1.8495 1.3280 -0.0901  0.03

***

C | Here is C5H7N3 as an isolated structure from OMol25. Energies are from wB97M-V/def2-TZVPD.

As for the HOMO energy: -8.64 eV. Its charge is 0. The LUMO energy comes out at -0.05 eV. Its spin multiplicity is 1. As for the HOMO-LUMO gap: 8.586 eV.

Last column: Löwdin charge in e.
Cartesian coordinates (Å):
1 C 1.0978 0.3534 -0.1894  -0.11
2 C -0.3643 0.7761 1.6831  -0.22
3 C -1.3697 -0.3751 -0.3518  -0.03
4 C -0.9752 -0.7805 -1.6783  -0.07
5 C 0.4136 -0.8985 -2.1740  -0.35
6 H 1.5580 1.1007 0.6287  0.09
7 H 1.7353 -0.7552 0.3586  0.18
8 H 1.0772 0.2240 -1.3818  0.04
9 H -1.4744 0.6148 1.9557  0.13
10 H 0.7500 1.1411 3.4212  0.09
11 H -2.4107 -0.3158 0.1213  0.13
12 H -1.9031 -1.0942 -2.3325  0.13
13 N -0.2952 0.3971 0.2724  -0.21
14 N 0.7670 0.8243 2.3814  0.03
15 N 1.3938 -1.2121 -2.7147  0.15

***

Relative energy of each structure, in kJ/mol: A 228.0; B 0.0; C 290.2.

***

A | Here is one molecule with the formula C5H7N3 from OMol25. Energies are from wB97M-V/def2-TZVPD.

As for the HOMO energy (alpha / beta): -8.06 / -7.17 eV. Its charge is 0. The LUMO energy (alpha / beta) comes out at -0.31 / -0.86 eV. Its spin multiplicity is 1. As for the HOMO-LUMO gap (alpha / beta): 7.752 / 6.310 eV.

Last column: Löwdin charge in e.
Cartesian coordinates (Å):
1 C -1.0070 -1.1169 -1.9310  -0.38
2 C 0.4686 1.1695 0.4080  -0.20
3 C -1.4900 1.1168 -0.7481  -0.20
4 C -1.3863 -0.4943 -0.8020  -0.09
5 C 1.0813 -0.0239 -0.1943  -0.18
6 N -0.5977 -1.8541 -2.7242  0.12
7 N -0.6204 1.7299 0.2142  0.02
8 N 1.8048 -0.9253 0.4151  0.10
9 H 1.2311 1.5412 1.2134  0.14
10 H -1.2220 1.3770 -1.7872  0.11
11 H -2.5958 1.4279 -0.6139  0.12
12 H -1.8446 -1.1131 -0.1542  0.06
13 H 1.0680 -0.1317 -1.2079  0.08
14 H 1.6228 -1.1647 1.4531  0.17
15 H 2.0033 -1.6699 -0.2780  0.13

***

B | Here is one molecule with the formula C5H7N3 from OMol25. Energies are from wB97M-V/def2-TZVPD.

As for the SMILES: C/C=N\n1cccn1. As for the HOMO energy: -9.04 eV. Its charge is 0. The LUMO energy comes out at 0.73 eV. Its spin multiplicity is 1. As for the HOMO-LUMO gap: 9.770 eV.

Last column: Löwdin charge in e.
Cartesian coordinates (Å):
1 C 2.2070 0.5025 0.1405  -0.11
2 C 1.7331 -0.9257 -0.0767  -0.19
3 C -0.7589 0.5281 -0.2377  -0.11
4 C -2.0928 0.8210 -0.0550  -0.07
5 C -2.7253 -0.4614 0.0618  -0.13
6 H 3.2360 0.3479 0.3279  0.04
7 H 1.6750 1.0072 1.0468  0.12
8 H 2.0573 1.1308 -0.7819  0.09
9 H 2.6260 -1.6354 -0.2571  0.13
10 H 0.0992 1.2384 -0.3712  0.11
11 H -2.4686 1.8187 0.0692  0.08
12 H -3.7583 -0.6549 0.2610  0.09
13 N 0.5671 -1.4702 -0.0713  0.08
14 N -0.6115 -0.7840 -0.1288  -0.21
15 N -1.7852 -1.4630 0.0726  0.09

***

Relative energy of each structure, in kJ/mol: A 168.6; B 0.0.

***

A | Here is a 2-piece molecular cluster, C6H17N2O overall from OMol25. Energies are from wB97M-V/def2-TZVPD.

As for the HOMO energy: -13.25 eV. Its charge is +1. The LUMO energy comes out at -2.43 eV. Its spin multiplicity is 1. As for the HOMO-LUMO gap: 10.823 eV.

Last column: Löwdin charge in e.
Cartesian coordinates (Å):
1 O -0.1825 -0.8593 0.2367  0.01
2 C 0.3477 -1.8087 0.8062  -0.51
3 N -0.2965 -2.9991 0.9576  0.01
4 C 1.7448 -1.7543 1.3871  0.01
5 C -1.6406 -3.1886 0.4481  -0.07
6 H 0.1793 -3.7667 1.4382  0.16
7 H 2.4003 -2.5031 0.9113  0.10
8 H 2.1684 -0.7517 1.2084  0.08
9 H 1.7286 -1.9408 2.4741  0.10
10 H -1.9701 -4.2162 0.6762  0.10
11 H -1.6727 -3.0433 -0.6448  0.09
12 H -2.3443 -2.4811 0.9179  0.09
13 C -1.1529 2.4098 0.0425  -0.01
14 C -0.2344 1.6243 -2.0983  -0.01
15 C 1.2772 2.4191 -0.3299  -0.01
16 N -0.0100 1.7349 -0.6311  -0.26
17 H -2.0946 1.8708 -0.1555  0.11
18 H -1.2512 3.4408 -0.3369  0.11
19 H -0.9932 2.4500 1.1332  0.11
20 H -0.3060 2.6325 -2.5400  0.11
21 H 0.6000 1.0875 -2.5803  0.11
22 H -1.1708 1.0807 -2.3089  0.11
23 H 1.2496 3.4504 -0.7201  0.11
24 H 1.4511 2.4594 0.7586  0.11
25 H 2.1204 1.8870 -0.8015  0.11
26 H 0.0524 0.7655 -0.2486  0.10

***

B | Here is a 2-piece molecular cluster, C6H17N2O overall from OMol25. Energies are from wB97M-V/def2-TZVPD.

As for the HOMO energy: -11.97 eV. Its charge is +1. The LUMO energy comes out at -2.68 eV. Its spin multiplicity is 1. As for the HOMO-LUMO gap: 9.295 eV.

Last column: Löwdin charge in e.
Cartesian coordinates (Å):
1 O 2.0262 2.4554 -0.5486  0.00
2 C 2.9340 3.2484 -0.7562  -0.60
3 N 2.7067 4.5886 -0.8981  0.14
4 C 4.3850 2.8370 -0.8765  -0.02
5 H 3.4681 5.2494 -1.0717  0.11
6 H 1.7434 4.9255 -0.8263  0.12
7 H 4.4633 1.7443 -0.7481  0.08
8 H 4.9987 3.3270 -0.1021  0.09
9 H 4.7893 3.1046 -1.8673  0.09
10 C -2.8192 -2.9589 0.7047  0.00
11 C -2.2010 -1.1717 -0.8273  0.00
12 C -1.9213 -0.8694 1.5714  0.00
13 C -0.4737 -2.4071 0.3617  0.00
14 N -1.8538 -1.8518 0.4526  -0.45
15 H -3.8464 -2.5631 0.7746  0.12
16 H -2.5750 -3.4725 1.6498  0.12
17 H -2.7809 -3.6950 -0.1158  0.12
18 H -3.2209 -0.7549 -0.7754  0.12
19 H -1.4945 -0.3488 -1.0279  0.12
20 H -2.1554 -1.8868 -1.6658  0.12
21 H -1.6665 -1.3585 2.5267  0.12
22 H -1.2115 -0.0429 1.3990  0.12
23 H -2.9379 -0.4491 1.6515  0.12
24 H -0.2020 -2.9142 1.3028  0.12
25 H -0.4079 -3.1368 -0.4629  0.12
26 H 0.2531 -1.5987 0.1751  0.12

***

Relative energy of each structure, in kJ/mol: A 0.0; B 64.0.